(1)
Entry from the Open Molecules 2025 dataset: a molecular structure, C33H40Cl2GeN3O6Tl (the ωB97M-V functional and the def2-TZVPD basis).

Orbital gap (alpha / beta) in Ha: 0.20265 / 0.12861
Max |F| in eV/Å: 0.46
Charge: -1
Expectation value of S²: 0.80
LUMO energy (alpha / beta) in eV: 1.6 / -0.4
E_HOMO (alpha / beta) in eV: -3.922 / -3.918
Spin multiplicity: 2
DFT total energy in eV: -137884.1674

Cartesian coordinates (Å):
Tl1 -0.124 -0.171 -0.109
C1 3.932 0.713 3.120
C2 3.184 -0.032 2.006
C3 4.082 -0.134 0.768
C4 2.815 -1.426 2.506
O1 1.979 0.603 1.660
Ge1 1.757 2.448 1.416
O2 1.862 2.229 -0.452
C5 1.794 3.325 -1.336
C6 0.464 4.077 -1.174
C7 2.967 4.285 -1.099
C8 1.876 2.763 -2.751
O3 -0.095 2.235 1.338
C9 -0.950 2.375 2.460
C10 -2.366 2.089 1.973
C11 -0.873 3.807 3.001
C12 -0.578 1.376 3.557
H1 4.795 0.134 3.463
H2 4.279 1.687 2.773
H3 3.258 0.879 3.964
H4 5.019 -0.659 0.989
H5 3.552 -0.666 -0.029
H6 4.312 0.867 0.396
H7 3.698 -1.978 2.845
H8 2.105 -1.340 3.331
H9 2.328 -1.992 1.707
H10 0.422 4.581 -0.206
H11 0.328 4.819 -1.968
H12 -0.356 3.354 -1.197
H13 2.888 4.753 -0.117
H14 3.903 3.721 -1.130
H15 3.000 5.069 -1.863
H16 1.037 2.087 -2.931
H17 1.853 3.564 -3.497
H18 2.808 2.199 -2.868
H19 -2.604 2.768 1.147
H20 -2.443 1.055 1.626
H21 -3.093 2.239 2.777
H22 -1.098 4.517 2.200
H23 -1.589 3.955 3.816
H24 0.130 4.024 3.375
H25 -0.623 0.357 3.162
H26 0.436 1.572 3.917
H27 -1.272 1.453 4.399
Cl1 1.375 0.761 -5.738
C13 2.146 -0.413 -4.773
C14 3.311 -1.006 -5.221
C15 3.940 -1.961 -4.446
Cl2 5.387 -2.662 -5.055
C16 3.426 -2.389 -3.171
C17 4.048 -3.356 -2.368
C18 3.456 -3.729 -1.191
C19 2.249 -3.121 -0.826
N1 1.670 -2.184 -1.551
C20 2.233 -1.820 -2.703
C21 1.528 -0.764 -3.492
O4 0.508 -0.227 -3.109
H28 3.727 -0.722 -6.176
H29 4.986 -3.792 -2.686
H30 3.908 -4.469 -0.544
H31 1.736 -3.401 0.089
O5 -3.667 -1.992 2.474
C22 -2.774 -1.795 1.632
O6 -1.761 -1.065 1.704
C23 -2.939 -2.570 0.310
C24 -4.074 -3.425 0.161
C25 -4.226 -4.146 -0.977
C26 -3.261 -4.022 -2.013
C27 -3.326 -4.736 -3.233
C28 -2.376 -4.555 -4.200
C29 -1.320 -3.638 -3.989
C30 -1.233 -2.943 -2.815
C31 -2.194 -3.131 -1.791
N2 -2.038 -2.430 -0.629
H32 -4.770 -3.464 0.986
H33 -5.073 -4.811 -1.118
H34 -4.148 -5.426 -3.390
H35 -2.432 -5.109 -5.129
H36 -0.582 -3.482 -4.768
H37 -0.449 -2.216 -2.626
C32 -3.249 3.442 -1.879
C33 -2.852 2.071 -1.556
N3 -2.512 1.003 -1.312
H38 -3.941 3.443 -2.719
H39 -2.366 4.025 -2.137
H40 -3.730 3.896 -1.014



(2)
Entry from the Open Molecules 2025 dataset: a molecular structure, C3H14CrCuO5 at a distorted geometry (the ωB97M-V functional and the def2-TZVPD basis).

Orbital gap (alpha / beta) in Ha: 0.30715 / 0.31754
Max |F| in eV/Å: 1.92
Charge: +1
Expectation value of S²: 6.01
LUMO energy (alpha / beta) in eV: -4.5 / -4.6
E_HOMO (alpha / beta) in eV: -12.879 / -13.242
Spin multiplicity: 5
DFT total energy in eV: -86629.9602

Cartesian coordinates (Å):
Cu1 -28.007 11.583 -20.825
Cr1 -28.095 13.817 -18.561
C1 -29.438 14.427 -22.399
C2 -28.199 14.719 -21.592
C3 -28.076 16.170 -21.106
O1 -27.951 13.811 -20.543
H1 -29.603 15.173 -23.173
H2 -30.332 14.410 -21.762
H3 -29.411 13.416 -22.816
H4 -27.333 14.625 -22.268
H5 -27.176 16.285 -20.503
H6 -29.003 16.514 -20.634
H7 -27.962 16.805 -21.987
O2 -27.744 11.891 -18.633
H8 -28.121 11.525 -17.824
O3 -30.813 10.031 -17.423
H9 -29.914 9.688 -17.407
H10 -31.369 9.283 -17.186
O4 -25.265 11.360 -17.474
H11 -26.164 11.474 -17.824
H12 -24.805 12.182 -17.665
O5 -28.334 13.789 -16.384
H13 -28.100 14.604 -15.920
H14 -28.314 13.098 -15.709



(3)
Entry from the Open Molecules 2025 dataset: 2 unconnected molecules or ions with the total composition C4H9O3 at a distorted geometry (the ωB97M-V functional and the def2-TZVPD basis).

Orbital gap in Ha: 0.31528
Max |F| in eV/Å: 5.68
Charge: -1
LUMO energy in eV: 4.1
E_HOMO in eV: -4.471
Spin multiplicity: 1
DFT total energy in eV: -10436.5920

Cartesian coordinates (Å):
C1 0.781 1.510 -0.586
C2 -0.319 1.712 -1.753
O1 -0.182 1.074 0.310
H1 1.649 0.921 -0.800
H2 1.029 2.589 -0.238
H3 -0.081 2.682 -2.057
H4 0.330 0.377 0.871
H5 -1.291 1.563 -1.377
H6 -0.107 0.918 -2.436
C3 -0.946 -2.067 1.227
C4 0.667 -1.825 1.127
O2 1.096 -0.783 1.733
O3 1.251 -2.466 0.308
H7 -1.306 -1.642 2.113
H8 -1.235 -3.093 1.176
H9 -1.336 -1.469 0.385